[1]
Computed, not measured: a cluster of 2 separate species, C4H7NO in total in a non-equilibrium geometry, with wB97M-V/def2-TZVPD.

Structure (XYZ):
```
13
Properties=species:S:1:pos:R:3:forces:R:3
O -0.19775 -1.01901 1.75356 0.2 -0.2 -0.1
C -0.34699 -1.93972 0.82782 -0.2 0.1 0.4
C -0.23752 -0.02804 -1.24565 0.0 0.0 -0.1
C -0.09314 1.18562 -0.31935 0.0 0.0 0.0
C 1.20758 1.20230 0.36047 0.9 0.0 0.5
N 2.22183 1.16475 0.91712 -1.0 0.0 -0.5
H 0.74585 -0.97338 1.98774 -0.1 0.0 0.1
H -1.43464 -1.86394 0.57836 0.1 -0.1 0.1
H 0.09633 -0.95656 -0.75586 -0.1 0.3 -0.2
H -1.28146 -0.14095 -1.55242 0.2 0.0 0.0
H 0.38915 0.06731 -2.13348 -0.1 0.1 0.0
H -0.86059 1.18348 0.46279 0.1 0.0 -0.1
H -0.20863 2.11815 -0.88111 0.0 -0.1 0.1
```
Positions in Å, forces in eV/Å.

Results
E_LUMO: 0.6 eV
energy: -7795.62424 eV
HOMO energy: -9.0 eV
HOMO-LUMO gap: 9.65 eV
relative energy (zero: lowest compared OMol25 entry of this formula, charge and spin): 387.89 kJ/mol
maximum force: 1.1 eV/A


[2]
Computed, not measured: the molecule C4H7NO, with wB97M-V/def2-TZVPD.

Structure (XYZ):
```
13
Properties=species:S:1:pos:R:3:forces:R:3
H -2.00001 -1.27488 1.76891 0.1 0.0 0.1
N -1.03094 -0.99447 1.93608 0.1 0.0 -0.3
C -0.52768 -0.58419 0.85473 0.1 -0.1 0.3
C 0.87404 -0.03158 0.65794 0.1 0.0 0.0
C 0.61571 0.93169 -0.52013 0.1 -0.1 0.2
C -0.36568 0.06170 -1.30899 0.2 0.1 -0.2
O -1.22155 -0.50333 -0.31811 0.0 -0.1 0.1
H 1.20910 0.39905 1.60621 0.0 0.1 -0.4
H 1.58568 -0.81484 0.37647 -0.2 -0.1 0.1
H 1.44228 1.24953 -1.16657 0.1 -0.3 0.5
H 0.19805 1.80967 -0.02928 -0.5 0.2 -0.6
H 0.21699 -0.74916 -1.77135 -0.1 0.1 -0.1
H -0.99599 0.50080 -2.08592 0.2 0.3 0.3
```
Positions in Å, forces in eV/Å.

Results
E_LUMO: 1.0 eV
energy: -7798.73275 eV
HOMO energy: -9.9 eV
HOMO-LUMO gap: 10.85 eV
relative energy (zero: lowest compared OMol25 entry of this formula, charge and spin): 87.96 kJ/mol
structure (SMILES): [H]/N=C1/CCCO1
maximum force: 0.8 eV/A


[3]
Computed, not measured: the molecule C4H7NO, with wB97M-V/def2-TZVPD.

Structure (XYZ):
```
13
Properties=species:S:1:pos:R:3:forces:R:3
C -0.73420 0.58903 1.24755 0.0 0.0 0.0
C -0.64657 0.08927 -0.18591 -0.2 0.3 -0.1
C 0.54193 0.55253 -1.00935 0.3 0.0 0.1
N 1.61589 -0.40594 -0.63615 -0.5 -0.2 -0.1
C 0.95800 -1.42828 -0.28234 -0.1 0.1 0.0
O -0.40709 -1.33744 -0.17185 0.5 -0.3 0.1
H -1.62921 0.17014 1.71278 0.1 0.1 0.0
H 0.13339 0.29175 1.84757 -0.1 0.0 -0.2
H -0.80788 1.67985 1.26584 0.0 -0.1 0.0
H -1.57997 0.28331 -0.71792 0.0 -0.2 0.1
H 0.33920 0.34254 -2.06347 0.0 0.3 -0.1
H 0.82406 1.59998 -0.90356 0.0 -0.1 0.2
H 1.36811 -2.41091 -0.09050 0.0 0.0 0.1
```
Positions in Å, forces in eV/Å.

Results
E_LUMO: 1.0 eV
energy: -7798.53371 eV
HOMO energy: -9.7 eV
HOMO-LUMO gap: 10.71 eV
relative energy (zero: lowest compared OMol25 entry of this formula, charge and spin): 107.16 kJ/mol
structure (SMILES): C[C@H]1CN=CO1
maximum force: 0.5 eV/A


[4]
Computed, not measured: a cluster of 2 separate species, C4H7NO in total in a non-equilibrium geometry, with wB97M-V/def2-TZVPD.

Structure (XYZ):
```
13
Properties=species:S:1:pos:R:3:forces:R:3
C 0.36672 0.10144 0.38958 0.4 -0.8 -0.4
C 0.30873 -1.26945 -0.08674 -1.2 0.5 0.1
C 0.97822 1.21370 -0.36654 0.4 0.0 0.2
O -0.62131 -2.06210 0.38141 0.7 0.0 -0.1
C -2.15072 -0.03334 0.18972 -0.2 -0.2 -0.2
N -2.57875 1.01600 -0.03977 0.2 -0.3 0.1
H -1.62613 -1.20045 0.34394 -0.1 0.7 0.0
H 0.03356 0.27311 1.40734 0.0 -0.1 0.0
H 1.33121 -1.19144 0.58028 -0.2 0.4 0.0
H 0.65487 -1.40661 -1.12397 0.2 0.0 0.2
H 1.45862 0.88183 -1.28646 -0.1 0.0 0.0
H 1.68202 1.78262 0.24404 0.0 0.0 -0.1
H 0.16297 1.89468 -0.63284 -0.1 -0.1 0.1
```
Positions in Å, forces in eV/Å.

Results
E_LUMO: -0.8 eV
energy: -7795.05185 eV
HOMO energy: -10.2 eV
HOMO-LUMO gap: 9.36 eV
relative energy (zero: lowest compared OMol25 entry of this formula, charge and spin): 443.11 kJ/mol
maximum force: 1.3 eV/A